Entry 1:
DFT (ωB97M-V/def2-TZVPD) results for a 2-piece molecular cluster, C23H38F5N2O5P2S3 overall at a distorted geometry.

HOMO-LUMO gap   6.504 eV
E_HOMO   -4.2 eV
Net charge   -1
Total energy   -102354.974 eV

Each line ends with the Mulliken charge.
Atoms and positions in Å:
S: 6.19020 0.26854 -0.54757  1.24
S: 1.15472 -1.36517 1.61868  -0.47
S: 3.00078 4.18005 -1.28663  -0.15
P: 0.37267 0.00132 0.38778  0.41
P: -0.10142 -0.82806 -1.82503  0.54
F: -0.80827 -5.16180 1.61269  -0.29
F: -2.94981 -0.41529 -1.85600  -0.38
F: -2.58036 -5.27016 2.87197  -0.26
F: -0.81599 -4.19703 3.57941  -0.26
F: -2.22030 -2.47256 -2.13984  -0.35
O: 3.49312 5.86394 -3.31571  -0.26
O: 7.59667 -0.49234 -0.66072  -0.50
O: -6.77663 -5.44631 4.27595  -0.51
O: 6.25808 1.45684 -1.34157  -0.61
O: 5.91203 0.35894 0.85633  -0.64
N: 3.72780 4.54398 -5.05488  -0.54
N: 3.44075 3.75897 -3.93905  -0.14
C: -0.61439 2.18424 -1.80413  0.38
C: -4.90587 -5.23440 5.83614  -0.81
C: 1.77340 -0.58221 -2.22475  -1.32
C: 1.56529 5.27993 -1.03675  -0.98
C: -2.33101 -1.66585 0.02746  -0.55
C: -1.82937 -2.84808 0.56061  0.02
C: -0.83065 4.71004 -0.26004  -1.04
C: 3.77825 -1.05222 -0.67035  -0.54
C: 2.74524 -1.62374 -1.66567  -0.81
C: -3.38818 -1.18693 2.13300  -1.07
C: -3.12371 -0.84946 0.81635  -0.25
C: -1.54267 3.43534 0.21787  -0.85
C: -2.87136 -2.35185 2.66591  -0.85
C: -0.51059 0.88166 -2.59637  -1.99
C: -2.00261 -1.31505 -1.39519  1.20
C: 0.67309 4.71377 0.07943  -0.44
C: 5.15733 -0.93448 -1.33603  -0.93
C: 3.74900 5.74579 -4.62488  0.02
C: -1.82768 2.42017 -0.90291  0.66
C: -6.26223 -5.84491 5.54140  -0.28
C: -2.10273 -3.17794 1.86990  0.34
C: 3.31577 4.55861 -2.94397  0.52
C: -1.56079 -4.43116 2.46693  0.71
H: 1.79274 -0.60853 -3.31610  0.59
H: -4.54812 -5.52762 6.82433  0.35
H: 0.84143 5.28177 0.99406  0.52
H: -1.29970 5.57482 0.20971  0.43
H: -0.64396 2.98448 -2.55424  0.65
H: -6.14565 -5.70991 3.59871  0.31
H: 1.90629 6.28672 -0.81524  0.57
H: 3.91545 6.64141 -5.19819  0.41
H: 1.31628 1.03961 0.25711  -0.15
H: 3.46142 -0.08070 -0.29981  0.36
H: 0.17693 -2.10822 -1.19796  -0.35
H: -0.91535 2.92766 0.95392  0.23
H: -3.55125 0.05202 0.40836  0.51
H: 2.11793 0.41516 -1.93954  0.48
H: 3.86079 -1.72243 0.17935  0.36
H: -1.22008 -3.49244 -0.05307  0.42
H: -0.67411 0.66632 1.06040  -0.03
H: -0.34163 -1.45372 -3.11127  -0.10
H: 1.02438 5.28924 -1.98038  0.40
H: -4.00676 -0.53937 2.73810  0.41
H: 8.06211 -0.35180 0.17496  0.34
H: 0.31529 2.37478 -1.26610  -0.43
H: -7.00262 -5.51521 6.26984  0.28
H: 5.09052 -0.64242 -2.38087  0.49
H: -0.94590 4.79929 -1.33822  0.46
H: -4.96222 -4.14644 5.79223  0.23
H: -2.47552 3.66902 0.73297  0.48
H: -1.35945 0.79125 -3.27542  0.57
H: 0.35058 1.02747 -3.25452  0.62
H: -4.17058 -5.55913 5.09695  0.19
H: 2.21497 -2.44483 -1.18184  0.28
H: 0.98893 3.69348 0.29491  0.13
H: -3.06982 -2.61483 3.69533  0.45
H: -2.16805 1.50504 -0.43450  -1.06
H: -2.66351 2.77292 -1.51312  0.47
H: -6.20344 -6.93823 5.59793  0.25
H: 3.29397 -2.07333 -2.49851  0.51
H: 5.69005 -1.87840 -1.26011  0.38

Forces on the atoms, in the same order (eV/Å):
S -0.1 0.1 0.0
S -0.1 0.0 0.0
S 0.0 -0.1 0.2
P 0.2 -0.5 0.6
P 0.0 -0.2 -1.2
F -0.3 0.4 0.5
F 0.1 0.0 0.0
F 0.4 0.4 -0.1
F -0.4 -0.2 -0.6
F -0.1 0.1 0.0
O 0.1 0.1 0.3
O 0.4 0.0 -0.1
O 0.0 0.0 0.1
O 0.0 0.0 0.1
O 0.0 0.1 0.0
N 0.1 -0.2 0.1
N -0.1 -0.4 -0.1
C -0.1 0.3 -0.3
C 0.0 0.1 -0.1
C 0.0 -0.1 0.1
C -0.2 -0.1 0.0
C 0.0 0.0 -0.2
C 0.1 0.0 -0.2
C 0.1 -0.1 0.4
C 0.0 -0.3 -0.3
C 0.2 0.1 0.0
C 0.0 0.0 0.1
C 0.0 0.1 0.1
C 0.0 -0.3 -0.2
C -0.2 0.2 0.3
C 0.2 0.2 0.1
C 0.0 -0.2 0.0
C 0.1 0.1 -0.1
C -0.2 -0.1 0.1
C -0.1 0.3 -0.5
C 0.0 0.2 0.2
C 0.0 0.0 -0.1
C 0.1 -0.2 0.0
C 0.0 0.1 -0.1
C 0.2 -0.7 0.3
H 0.0 0.0 -0.1
H 0.0 0.0 0.0
H 0.0 0.0 0.1
H 0.0 0.1 -0.2
H 0.1 0.0 0.0
H 0.0 0.1 0.0
H 0.0 0.1 -0.1
H 0.0 0.0 0.0
H -0.1 0.3 0.0
H -0.1 0.0 0.1
H 0.0 0.1 0.2
H 0.0 0.1 0.1
H 0.0 0.1 -0.1
H -0.1 0.1 0.0
H 0.0 0.2 0.2
H 0.0 0.0 0.0
H 0.1 0.3 0.0
H 0.0 0.1 0.1
H -0.1 0.0 0.0
H 0.0 0.0 0.1
H 0.0 0.0 0.1
H 0.0 -0.2 0.2
H 0.0 0.0 0.0
H 0.0 0.1 -0.1
H -0.1 0.1 -0.1
H 0.0 0.0 0.0
H -0.1 0.1 0.0
H -0.2 -0.2 0.2
H 0.0 -0.1 -0.1
H 0.0 0.0 0.0
H -0.2 0.0 0.1
H 0.0 -0.1 0.0
H 0.0 0.0 0.1
H 0.0 -0.2 0.0
H 0.0 0.0 -0.1
H 0.0 0.0 0.0
H 0.0 -0.1 0.0
H 0.0 -0.1 -0.1


Entry 2:
DFT (ωB97M-V/def2-TZVPD) results for a 2-piece molecular cluster, C10H11P overall at a distorted geometry.

HOMO-LUMO gap (spin up / spin down)   6.451 / 7.010 eV
Relative energy (zero: lowest compared OMol25 entry of this formula, charge and spin)   422.9 kJ/mol
E_HOMO (spin up / spin down)   -7.5 / -8.3 eV
Total energy   -19832.062 eV

Each line ends with the Mulliken charge.
Atoms and positions in Å:
P: -0.91296 2.21460 1.36498  -0.02
C: 3.62387 -0.35821 0.38192  0.05
C: -4.11212 -0.22363 1.02654  -0.39
C: -4.10322 -0.56385 -0.33960  -0.29
C: -1.94237 0.57140 -0.53471  -0.42
C: -1.99866 0.97941 0.80186  0.43
C: -2.96976 -0.21198 -1.07010  -0.39
C: -3.14730 0.64114 1.54044  -0.39
C: 3.34142 0.79090 -1.61088  -0.77
C: 3.43178 -0.41705 -1.05193  -0.01
C: 3.94981 -1.41893 1.07343  -0.85
H: -1.16369 1.04169 -1.10290  0.34
H: 3.41819 -1.35672 -1.60522  0.32
H: -4.96003 -1.24891 -0.62996  0.28
H: -4.98913 -0.60823 1.53893  0.32
H: -3.13869 0.93774 2.61584  0.30
H: 4.25659 -2.21657 0.52761  0.28
H: -2.99916 -0.25344 -2.21364  0.24
H: 3.61852 1.53384 -0.95586  0.25
H: 4.30607 -1.43958 2.07777  0.30
H: 3.13530 0.97032 -2.70507  0.25
H: 3.35553 0.63605 0.87058  0.16

Forces on the atoms, in the same order (eV/Å):
P 0.7 0.4 0.5
C -1.1 1.3 0.9
C -0.3 0.5 -0.9
C 0.0 -1.2 1.2
C -0.9 -0.3 0.3
C -1.2 0.2 -0.3
C -0.2 1.1 -2.8
C 0.1 -1.1 1.7
C -0.5 -2.0 -3.0
C -0.1 1.0 -0.6
C 0.9 1.2 1.4
H 0.3 -0.4 -0.7
H -0.3 0.2 0.3
H 1.4 1.1 -0.4
H 0.3 0.4 0.6
H -0.4 -0.2 -1.0
H 0.5 -2.8 -1.5
H 0.2 -0.6 1.7
H -0.1 2.3 0.9
H -0.5 0.3 0.8
H 0.4 -0.1 1.4
H 0.6 -1.4 -0.6


Entry 3:
DFT (ωB97M-V/def2-TZVPD) results for C33H44ClIrNO2Se as an isolated structure at a distorted geometry.

Multiplicity   5
HOMO-LUMO gap (spin up / spin down)   7.184 / 4.297 eV
<S²>   6.045
E_HOMO (spin up / spin down)   -10.2 / -10.1 eV
Net charge   +1
Total energy   -121219.900 eV

Each line ends with the Mulliken charge.
Atoms and positions in Å:
Ir: -2.11275 1.30622 0.13531  1.60
Se: 0.18345 0.83531 -0.97303  -0.36
Cl: -1.62982 5.51009 3.81770  -0.15
O: -1.14715 0.55111 1.95195  -1.22
O: -2.62682 -0.54592 -0.71840  -1.39
N: -1.85902 3.44008 0.45995  -0.16
C: -0.65182 -2.20008 -6.32900  -1.62
C: -1.92686 -1.11461 -1.62573  1.74
C: 0.52023 -4.03828 -5.09242  -1.67
C: -2.03186 3.89262 1.70702  -0.37
C: 4.43155 1.30571 2.21694  1.99
C: -2.45398 -2.16429 -2.46867  -0.24
C: -3.77863 -3.37676 -0.76944  -1.61
C: -1.70183 -2.58385 -3.54390  -0.44
C: -4.88333 -1.65052 -2.25010  -1.60
C: 0.14281 -1.19926 -2.95426  -0.75
C: 0.12617 0.61530 2.01024  1.66
C: -0.72235 -0.70999 4.63915  -1.81
C: 0.94010 0.63945 0.83777  -0.11
C: -0.57656 -0.72656 -1.88032  -0.24
C: 1.59073 -1.79795 -5.35045  -2.16
C: 5.09157 0.16796 3.01043  -1.73
C: 2.30213 0.82742 0.89718  -0.65
C: -1.38212 5.02204 2.19232  0.21
C: 2.17182 0.93589 3.27473  -0.23
C: 2.94964 1.01677 2.11710  -0.75
C: -0.41101 5.30417 0.04301  -0.67
C: -3.81987 -2.75669 -2.17551  2.19
C: 5.10099 1.40825 0.84371  -2.08
C: -4.22855 -3.85631 -3.16375  -2.12
C: 4.63995 2.63929 2.95309  -1.56
C: -0.55141 5.75193 1.34796  -0.27
C: 0.26047 -2.52490 -5.13412  1.99
C: 0.01675 0.63503 4.56901  2.41
C: -0.42855 -2.09861 -3.85476  -0.63
C: -1.06322 4.15201 -0.35494  -0.27
C: -0.98957 1.79912 4.59886  -1.54
C: 0.81377 0.70941 3.27802  -0.62
C: 0.90484 0.75157 5.81190  -2.10
H: 1.14478 -4.29666 -4.24105  0.37
H: -0.40700 -4.59861 -5.02416  0.33
H: -0.94869 3.77950 -1.36517  0.48
H: -1.40099 -0.83043 3.80032  0.34
H: 2.85725 0.85147 -0.02652  0.63
H: 6.16206 1.60882 0.97238  0.43
H: -0.86240 -1.13365 -6.36514  0.36
H: -3.53285 -2.63025 -0.02034  0.28
H: -0.00705 -1.52970 4.63666  0.41
H: 0.28777 0.65825 6.70213  0.41
H: -4.87289 -1.19230 -3.23742  0.36
H: 4.92836 -0.78389 2.51080  0.39
H: 5.70152 2.86187 3.02148  0.46
H: -0.06010 6.64770 1.69380  0.48
H: -3.53207 -4.69212 -3.14977  0.41
H: 1.03138 -4.33930 -6.00254  0.47
H: -4.70303 -0.88688 -1.50090  0.27
H: 5.00391 0.47960 0.28521  0.43
H: 4.68825 0.10212 4.01605  0.35
H: 2.30067 -2.01559 -4.55559  0.39
H: 1.14715 -0.83838 -3.10187  0.51
H: 6.16020 0.34522 3.08544  0.48
H: 1.64625 -0.04267 5.84090  0.46
H: -1.76591 1.65139 3.85396  0.23
H: -5.86710 -2.07896 -2.07921  0.48
H: -1.29775 -0.75683 5.56026  0.46
H: -0.15669 -2.48215 -7.25485  0.46
H: -2.71072 3.34667 2.34563  0.54
H: 2.67112 1.07569 4.21657  0.54
H: -1.59165 -2.74020 -6.27558  0.34
H: -4.74933 -3.80364 -0.53196  0.46
H: -1.45815 1.85446 5.57874  0.48
H: 4.24217 2.60493 3.96237  0.33
H: 4.67543 2.22421 0.26189  0.43
H: 2.03357 -2.12716 -6.28762  0.44
H: 0.19647 5.85053 -0.66269  0.45
H: -2.12089 -3.32292 -4.20388  0.45
H: -4.31578 -3.47102 -4.17776  0.42
H: 1.43785 -0.72201 -5.41492  0.44
H: -3.03450 -4.17070 -0.73559  0.35
H: -0.47793 2.74179 4.40479  0.34
H: -5.20548 -4.23828 -2.87411  0.43
H: 4.15397 3.44877 2.41231  0.37
H: 1.39893 1.71915 5.85244  0.42

Forces on the atoms, in the same order (eV/Å):
Ir -0.4 -1.0 -1.4
Se -0.4 -0.1 0.0
Cl -0.1 0.0 0.1
O 0.6 0.1 0.1
O -1.0 2.2 2.4
N 0.3 -0.3 0.3
C 0.2 0.0 0.2
C 2.0 -0.8 -1.8
C 0.0 0.3 -0.1
C -0.1 0.2 0.3
C 0.2 0.1 -0.1
C 0.1 0.6 0.5
C 0.0 0.1 -0.2
C 0.3 0.1 0.0
C 0.1 -0.1 0.1
C 0.2 -0.3 -0.5
C -0.4 -0.1 -0.2
C 0.0 0.1 -0.1
C 0.5 -0.1 -1.2
C -0.7 0.1 0.8
C -0.2 -0.1 0.0
C -0.1 0.1 -0.1
C -0.8 -0.2 -0.6
C 0.1 0.1 -0.4
C -0.4 0.0 0.3
C 0.3 0.1 0.1
C -0.2 0.0 0.1
C -0.3 0.0 0.1
C -0.1 0.0 0.2
C 0.1 0.2 0.2
C -0.1 -0.1 -0.1
C -0.3 -0.3 0.0
C 0.1 -0.2 -0.2
C -0.1 0.0 0.2
C 0.2 0.4 0.5
C 0.1 0.0 -0.4
C 0.0 -0.1 -0.1
C 0.3 0.0 0.6
C -0.1 0.0 -0.3
H 0.1 -0.1 0.1
H -0.1 -0.1 0.0
H 0.0 -0.1 0.1
H -0.1 -0.1 0.0
H 0.1 0.0 -0.1
H 0.1 0.0 0.0
H -0.1 0.1 0.0
H 0.0 0.0 0.1
H 0.0 -0.1 0.0
H -0.1 0.0 0.0
H -0.1 0.1 -0.1
H 0.0 -0.1 0.0
H 0.1 0.0 0.0
H 0.1 0.0 0.1
H 0.1 -0.1 -0.1
H 0.1 -0.1 -0.1
H -0.1 0.1 0.0
H 0.0 -0.1 -0.1
H 0.0 0.0 0.2
H 0.1 0.0 0.1
H 0.1 0.1 -0.1
H 0.1 0.0 0.0
H 0.2 -0.1 0.1
H -0.1 0.1 0.0
H -0.2 0.0 0.0
H -0.1 0.0 0.1
H 0.1 0.0 -0.1
H 0.0 -0.1 0.0
H 0.0 0.0 0.2
H -0.2 0.0 0.0
H -0.1 -0.1 0.1
H 0.0 0.0 0.1
H -0.1 0.1 0.2
H 0.0 0.1 -0.1
H 0.0 0.0 -0.1
H 0.0 0.0 0.0
H -0.1 -0.1 -0.1
H 0.0 0.0 -0.1
H 0.1 0.1 0.0
H 0.1 -0.1 0.1
H 0.0 0.1 0.0
H -0.1 0.0 0.0
H 0.0 0.1 0.0
H 0.1 0.1 0.1